{"formula": "C46H76BCl41IN4O7", "method": "ωB97M-V with the def2-TZVPD basis set", "orbital_gap_ev": 6.9, "lumo_energy_ev": -3.68, "max_force_ev_per_a": 2.75, "e_tot_ha": -21733.9599, "charge": 1, "symbols": ["C", "C", "C", "I", "C", "C", "C", "O", "O", "B", "O", "O", "N", "O", "C", "C", "C", "O", "N", "C", "C", "C", "Cl", "C", "C", "C", "Cl", "N", "C", "C", "C", "O", "N", "C", "C", "C", "C", "C", "C", "C", "Cl", "C", "C", "H", "H", "H", "H", "H", "H", "H", "H", "H", "H", "H", "H", "H", "H", "H", "H", "H", "H", "H", "H", "H", "H", "H", "H", "H", "H", "H", "H", "H", "H", "H", "H", "H", "H", "H", "H", "H", "H", "C", "Cl", "Cl", "H", "H", "C", "Cl", "Cl", "H", "H", "C", "Cl", "Cl", "H", "H", "C", "Cl", "Cl", "H", "H", "C", "Cl", "Cl", "H", "H", "C", "Cl", "Cl", "H", "H", "C", "Cl", "Cl", "H", "H", "C", "Cl", "Cl", "H", "H", "C", "Cl", "Cl", "H", "H", "C", "Cl", "Cl", "H", "H", "C", "Cl", "Cl", "H", "H", "C", "Cl", "Cl", "H", "H", "C", "Cl", "Cl", "H", "H", "C", "Cl", "Cl", "H", "H", "C", "Cl", "Cl", "H", "H", "C", "Cl", "Cl", "H", "H", "C", "Cl", "Cl", "H", "H", "C", "Cl", "Cl", "H", "H", "C", "Cl", "Cl", "H", "H"], "xyz": [[3.1624, 4.7680, -1.1079], [3.6269, 3.6621, -1.1199], [4.0367, 2.2434, -1.2235], [5.4899, 2.5107, -2.8659], [4.8528, 1.9397, 0.1025], [5.1589, 3.2219, 1.0252], [4.0987, 3.5677, 2.0725], [4.2340, 3.1847, 3.2040], [3.0106, 4.3710, 1.8250], [6.4290, 1.5672, -0.2276], [6.9323, 0.2860, -0.4501], [7.4211, 2.5527, -0.2309], [4.2542, 1.0576, 1.1254], [5.2612, 0.5523, 1.9122], [3.1305, 0.1574, 0.8417], [3.7588, -1.2285, 0.4957], [4.1241, -2.2694, 1.5695], [4.1682, -3.4111, 1.1620], [4.4417, -2.0300, 2.9594], [3.8885, -3.1575, 3.7429], [5.9037, -2.0481, 3.2252], [2.3192, 0.0328, 2.1673], [1.4103, 1.5825, 2.5825], [1.3888, -1.1429, 2.5367], [0.9976, -2.3211, 1.6001], [2.2932, 0.8924, -0.2443], [0.6900, 0.1554, -0.2941], [2.8573, 1.2990, -1.5878], [1.7761, 2.2074, -2.2155], [0.5370, 1.5892, -2.9381], [-0.7968, 2.1883, -2.4236], [-0.9527, 3.3741, -2.5915], [-1.7515, 1.3526, -1.7561], [-2.5439, 2.1959, -0.8569], [-1.9949, 2.4498, 0.3992], [-2.7023, 3.2811, 1.2685], [-3.9105, 3.8249, 0.8300], [-4.4461, 3.5747, -0.4196], [-3.7453, 2.7395, -1.3031], [3.0833, 0.1881, -2.5806], [2.9732, 0.6465, -4.3360], [4.3493, -0.7236, -2.4805], [5.0632, -1.1694, -3.7796], [2.6062, 5.6716, -1.0318], [5.9927, 2.9501, 1.6826], [5.5880, 4.0683, 0.4821], [2.3660, 3.9272, 1.2605], [7.3290, 0.2173, -1.3266], [7.9913, 2.3914, 0.5346], [5.1276, 0.8161, 2.8378], [3.1256, -1.7460, -0.2263], [4.7255, -1.0210, 0.0168], [4.4473, -4.0941, 3.6102], [3.8763, -2.9316, 4.8122], [2.8537, -3.3643, 3.4528], [6.2948, -3.0179, 3.5426], [6.4457, -1.6198, 2.3720], [6.0790, -1.3539, 4.0626], [3.0722, 0.0761, 2.9562], [1.7795, -1.6217, 3.4435], [0.4379, -0.7425, 2.9033], [1.3652, -2.3003, 0.5743], [-0.0941, -2.4085, 1.5245], [1.3185, -3.2845, 2.0182], [2.1274, 1.8711, 0.2275], [2.2130, 2.8433, -2.9826], [1.2733, 2.8033, -1.4510], [0.5267, 1.8327, -4.0062], [0.4152, 0.5019, -2.9070], [-2.3784, 0.9373, -2.4479], [-1.0370, 2.0137, 0.6700], [-2.2589, 3.4938, 2.2379], [-4.4510, 4.5011, 1.5150], [-5.3708, 4.0202, -0.7789], [-4.0760, 2.5170, -2.3145], [2.2439, -0.5033, -2.4692], [5.1414, -0.2859, -1.8671], [4.0895, -1.6796, -2.0155], [5.8471, -1.8535, -3.4084], [5.6209, -0.3775, -4.2825], [4.4538, -1.7949, -4.4335], [-7.9543, 5.0873, 1.4890], [-6.2661, 5.0857, 2.0401], [-8.0791, 4.7852, -0.2433], [-8.4920, 4.3079, 2.0184], [-8.3938, 6.0542, 1.7044], [0.6827, 6.7604, -3.7448], [1.6093, 5.4215, -3.0275], [1.2115, 8.3385, -3.1570], [0.8078, 6.7347, -4.8213], [-0.3618, 6.6228, -3.4875], [-4.6118, -1.0828, 0.6083], [-4.3095, 0.5347, -0.0615], [-3.8805, -2.3225, -0.4249], [-4.1715, -1.1526, 1.5975], [-5.6818, -1.2524, 0.6643], [3.7495, -6.5026, 1.4313], [2.1278, -6.4674, 2.1440], [4.0116, -7.9768, 0.4960], [3.8617, -5.6462, 0.7792], [4.4841, -6.4594, 2.2282], [-11.6069, 2.5575, -0.6288], [-11.9365, 4.2215, -0.1251], [-10.0325, 2.0056, -0.0434], [-12.3780, 1.9119, -0.2253], [-11.6132, 2.5116, -1.7112], [-3.1813, -2.0043, -3.9307], [-1.4522, -2.2859, -4.1754], [-3.6543, -0.3833, -4.4616], [-3.7382, -2.7391, -4.5026], [-3.4025, -2.0985, -2.8745], [-14.5487, 4.4962, -2.8769], [-16.1541, 5.0781, -3.3224], [-14.5747, 2.7895, -2.4136], [-13.8859, 4.6170, -3.7264], [-14.1869, 5.0786, -2.0365], [-16.4139, 8.9080, -2.8566], [-16.6916, 10.5698, -2.3318], [-14.8621, 8.2920, -2.2693], [-17.2056, 8.2785, -2.4665], [-16.4113, 8.8774, -3.9402], [4.3634, 9.6053, -1.7794], [3.8576, 7.9682, -1.3364], [4.2841, 10.7038, -0.4024], [5.3849, 9.5665, -2.1399], [3.7052, 9.9723, -2.5601], [6.5102, -9.8523, -1.7568], [6.6300, -11.3507, -2.6824], [7.4398, -8.5475, -2.5076], [5.4680, -9.5566, -1.7080], [6.8944, -10.0266, -0.7584], [3.1087, -6.6211, 5.9545], [2.9121, -4.9128, 6.3715], [4.5392, -7.3171, 6.7194], [2.2330, -7.1677, 6.2858], [3.2112, -6.6991, 4.8776], [-0.9297, -4.7044, -7.1963], [-2.5149, -4.9871, -6.4661], [-0.4419, -6.0458, -8.2339], [-0.9778, -3.8000, -7.7923], [-0.1982, -4.5908, -6.4040], [-6.7591, 7.4061, 5.4958], [-7.6428, 7.1705, 3.9816], [-7.3757, 8.7885, 6.4039], [-6.8654, 6.5137, 6.1021], [-5.7140, 7.5780, 5.2641], [8.7331, -13.2439, -0.1372], [9.2743, -14.5994, 0.8537], [7.4472, -12.3260, 0.6630], [9.5726, -12.5817, -0.3152], [8.3518, -13.6252, -1.0776], [5.5664, -4.9577, 9.5932], [5.7819, -3.3989, 10.4000], [5.2950, -6.2632, 10.7522], [4.7081, -4.8939, 8.9336], [6.4598, -5.1807, 9.0208], [-11.8438, 10.0524, -3.0167], [-10.2538, 9.3246, -2.7416], [-12.1257, 10.3703, -4.7318], [-12.6060, 9.3684, -2.6630], [-11.8983, 10.9890, -2.4735], [3.4158, -11.7499, 1.9326], [2.4293, -11.4479, 0.4974], [3.1527, -10.5144, 3.1709], [3.1497, -12.7172, 2.3428], [4.4617, -11.7422, 1.6468], [8.7184, -2.9034, 0.8930], [8.9493, -1.3394, 1.6867], [8.4695, -4.1918, 2.0683], [7.8475, -2.8436, 0.2478], [9.6012, -3.1297, 0.3059], [-7.4038, -3.7512, -1.4539], [-8.4663, -3.5758, -2.8527], [-7.8445, -2.6329, -0.1553], [-7.4811, -4.7657, -1.0797], [-6.3846, -3.5426, -1.7592]], "forces_ev_per_a": [[0.398, -0.509, 1.009], [-0.974, -0.999, -0.275], [1.168, 1.903, 0.419], [-0.158, -0.259, -0.029], [1.517, 0.387, 1.455], [-0.025, 0.473, -0.285], [-0.675, -0.094, 0.785], [0.538, -0.022, -0.284], [0.406, -0.115, -0.295], [1.261, -0.614, -0.367], [-1.594, -0.297, -0.242], [-0.956, 0.036, 0.546], [-1.650, 1.274, -0.770], [0.702, -0.959, -0.156], [1.737, -0.869, 0.171], [-0.172, 0.461, 0.127], [0.350, -1.249, 0.095], [-0.211, 0.332, -0.294], [-0.312, -0.657, -0.174], [-0.637, -0.195, 0.190], [0.075, 1.685, 0.064], [-0.308, 0.635, 0.883], [0.195, -0.116, -0.427], [-0.749, -0.918, 0.225], [-0.164, -0.446, -0.110], [-0.446, -0.189, 1.794], [0.447, -0.037, -0.678], [-0.584, 0.896, -0.593], [-2.215, 0.176, -0.980], [-1.249, -1.335, -0.344], [0.532, 0.430, -0.357], [0.071, -0.153, 0.374], [-0.087, 0.997, 0.073], [0.921, 0.263, -0.791], [-0.481, 0.530, -0.207], [0.427, -0.430, -0.885], [0.039, 0.794, 1.232], [0.455, -0.402, -0.901], [0.610, 0.808, 0.672], [0.817, -2.257, -1.335], [-0.322, 0.473, 0.694], [0.700, -0.131, -0.060], [0.694, -0.482, 0.830], [0.581, 0.131, 0.403], [-0.283, -0.341, -0.231], [-0.602, 0.018, -0.117], [0.143, 0.112, -0.165], [0.515, 0.093, 0.293], [0.384, 0.048, -0.384], [-0.358, 0.438, -0.222], [0.188, -0.190, 0.268], [-0.253, -0.058, 0.093], [-0.003, 0.212, -0.065], [0.240, 0.290, -0.263], [0.216, 0.044, 0.060], [-0.196, -0.038, -0.484], [-0.101, -0.408, 0.280], [0.065, -0.226, -0.138], [0.053, -0.238, -0.401], [0.279, 0.398, -0.234], [0.296, 0.293, -0.291], [0.022, 0.130, 0.219], [0.227, 0.210, -0.021], [0.078, 0.265, -0.090], [-0.014, -0.216, -0.173], [0.547, -0.091, 0.574], [1.015, 0.103, 0.225], [0.371, 0.164, 0.275], [0.385, 0.151, 0.112], [0.285, -0.356, 0.014], [-0.215, 0.014, 0.026], [-0.369, 0.123, -0.063], [1.176, -0.876, -0.919], [0.076, 0.032, 0.427], [-0.125, 0.108, 0.194], [-0.128, 0.598, 0.270], [-0.389, 0.099, 0.127], [-0.288, 0.459, 0.143], [-0.192, 0.132, -0.114], [-0.518, -0.012, -0.217], [-0.063, 0.488, -0.129], [-0.151, 0.040, 0.144], [-1.319, 0.152, 0.075], [0.097, 0.170, -0.039], [0.076, -0.052, -0.043], [0.073, 0.026, -0.089], [-0.300, 0.069, -0.271], [-0.751, 0.549, -1.214], [-0.291, -0.097, -0.173], [0.113, -0.043, 0.040], [0.057, -0.034, 0.109], [-0.303, 0.381, 0.137], [-0.936, -1.921, 0.702], [-0.007, -0.247, 0.130], [0.122, 0.010, -0.086], [0.077, -0.104, -0.135], [0.154, 0.056, -0.073], [0.006, 0.099, 0.075], [0.039, -0.035, -0.043], [-0.092, -0.039, 0.014], [-0.056, -0.081, 0.027], [-0.032, -0.076, -0.031], [-0.059, 0.030, -0.028], [-0.071, -0.201, 0.006], [0.029, 0.056, 0.080], [0.069, 0.067, 0.022], [-0.111, -0.097, 0.020], [0.108, 0.013, 0.065], [-0.028, 0.019, 0.050], [0.090, 0.069, -0.132], [0.081, 0.112, -0.053], [0.127, 0.191, 0.030], [-0.063, -0.032, -0.050], [0.016, -0.035, -0.016], [-0.076, -0.073, -0.040], [-0.078, -0.057, 0.043], [-0.155, 0.005, -0.107], [-0.029, -0.020, -0.029], [-0.020, -0.121, 0.070], [0.074, 0.008, 0.096], [0.104, 0.046, 0.023], [-0.003, 0.158, -0.058], [0.402, -0.069, 0.143], [0.010, 0.018, -0.051], [0.003, -0.067, 0.088], [-0.068, -0.053, 0.065], [-0.106, 0.026, 0.098], [-0.023, -0.037, -0.015], [-0.018, 0.057, 0.053], [0.021, 0.012, -0.126], [0.096, -0.027, -0.068], [0.000, -0.159, -0.122], [-0.132, -0.033, 0.120], [0.004, -0.025, -0.012], [0.025, 0.065, 0.097], [0.035, 0.035, 0.022], [0.098, 0.084, -0.013], [-0.073, 0.028, 0.034], [0.046, 0.041, 0.005], [-0.083, -0.056, -0.037], [-0.052, -0.089, 0.030], [0.067, -0.015, 0.083], [-0.161, 0.283, 0.315], [0.051, -0.022, 0.036], [-0.105, 0.024, -0.026], [-0.052, 0.073, -0.067], [0.100, -0.084, -0.143], [0.020, 0.013, -0.042], [-0.018, 0.056, 0.098], [-0.029, 0.025, 0.105], [-0.092, -0.006, 0.067], [-0.026, -0.042, -0.098], [0.007, 0.036, -0.064], [-0.004, -0.029, -0.062], [-0.033, 0.009, 0.082], [0.034, 0.008, 0.095], [-0.035, 0.006, 0.065], [0.000, -0.008, 0.068], [-0.075, 0.015, 0.016], [0.121, 0.036, -0.099], [0.084, 0.016, -0.068], [0.053, -0.045, -0.012], [0.048, -0.052, -0.048], [0.045, -0.031, 0.086], [-0.089, 0.056, 0.010], [-0.031, 0.091, -0.020], [-0.027, 0.009, -0.126], [0.222, 0.070, -0.064], [0.045, -0.174, -0.037], [-0.048, 0.038, 0.102], [0.044, 0.015, 0.103], [0.082, -0.098, -0.074], [0.050, -0.031, -0.012], [-0.006, -0.015, 0.046], [-0.104, 0.043, 0.027], [-0.041, 0.095, 0.013]]}